Below is 9 unconnected molecules or ions with the total composition C61H143N9O14 in a non-equilibrium geometry, with properties calculated with the ωB97M-V functional and the def2-TZVPD basis.

Summary:
electronic energy	-3955.65133	a.u.
HOMO-LUMO gap	8.693	eV
SMILES	CC1(C)CCCC(C)(C)N1O.CC1(C)CCCC(C)(C)N1O.CC1(C)CCCC(C)(C)N1O.COC[C@H](C)N.COCCNCCOC.COCCNCCOC.COCCNCCOC.COCCNCCOC.COCCNCCOC

Positions of all 227 atoms, in Å:
1 C -3.703638 0.343774 4.059240
2 O -2.699036 -0.687335 4.085828
3 C -1.873757 -0.543433 3.001532
4 C -0.975740 -1.768969 2.886487
5 N -1.686248 -2.892299 2.178907
6 C -1.178053 -4.211809 2.200975
7 C -1.615919 -5.006018 3.483347
8 O -1.154630 -6.270968 3.277046
9 C -2.111681 -7.054996 2.613243
10 H -4.342984 0.181795 3.210479
11 H -3.235882 1.295998 3.817737
12 H -4.395431 0.290583 4.956966
13 H -1.360203 0.441958 2.962878
14 H -2.534494 -0.461768 2.133875
15 H -0.842069 -2.028782 3.951866
16 H 0.055019 -1.608005 2.670070
17 H -1.920378 -2.561991 1.224097
18 H -0.057890 -4.366371 2.164569
19 H -1.568885 -4.693338 1.305654
20 H -2.662412 -5.021724 3.620813
21 H -1.059008 -4.672608 4.330568
22 H -2.786119 -7.571081 3.333413
23 H -1.541723 -7.835390 2.097191
24 H -2.726471 -6.420582 1.913308
25 C 6.631709 6.715180 1.210781
26 O 6.309688 5.452460 1.661007
27 C 5.142103 5.443247 2.417063
28 C 4.781415 3.999722 2.718228
29 N 5.713285 3.361461 3.569098
30 C 5.151229 2.236167 4.264387
31 C 6.257835 1.526865 5.005633
32 O 7.187094 0.929976 4.165854
33 C 6.649668 -0.040170 3.350087
34 H 7.568310 6.695564 0.710432
35 H 6.834499 7.441612 2.066136
36 H 5.818768 7.174560 0.593160
37 H 4.309796 6.044329 1.942281
38 H 5.313429 5.932848 3.383998
39 H 4.484844 3.528602 1.694664
40 H 3.805268 4.020238 3.215744
41 H 6.610029 3.070076 3.148411
42 H 4.584995 1.557929 3.574061
43 H 4.400018 2.681679 4.893710
44 H 5.781106 0.769881 5.705324
45 H 6.758141 2.264112 5.638880
46 H 6.154453 0.367425 2.482255
47 H 6.034046 -0.780654 3.830984
48 H 7.530962 -0.556519 2.998605
49 C 1.956496 5.658843 0.432408
50 O 1.189509 4.463556 0.229087
51 C -0.178976 4.659495 0.636355
52 C -0.327246 4.883902 2.135724
53 N 0.007399 3.650073 2.875083
54 C 0.371538 3.959661 4.253724
55 C 0.722785 2.719420 5.019885
56 O 1.819424 2.030040 4.423097
57 C 1.919503 0.639699 4.778071
58 H 2.727813 5.615392 -0.364439
59 H 2.410005 5.722116 1.384840
60 H 1.396940 6.565882 0.353846
61 H -0.817175 3.829907 0.259238
62 H -0.491622 5.594596 0.128581
63 H -1.335735 5.097597 2.437878
64 H 0.311955 5.768410 2.427275
65 H 0.851089 3.268200 2.517421
66 H -0.464726 4.543747 4.765027
67 H 1.300356 4.539634 4.383283
68 H -0.185162 2.045657 5.131552
69 H 0.875247 2.942188 6.081423
70 H 2.923654 0.262903 4.583853
71 H 1.259546 -0.075867 4.251452
72 H 1.714902 0.441336 5.824540
73 C -0.826249 5.018205 -2.593621
74 O 0.439272 4.908085 -3.191696
75 C 0.418295 3.970969 -4.259533
76 C 0.703069 2.561018 -3.582258
77 N 1.933852 2.475035 -2.711209
78 C 3.144077 2.322229 -3.475208
79 C 4.312171 1.814934 -2.684603
80 O 4.930096 2.742975 -1.805124
81 C 6.078778 2.158755 -1.236400
82 H -0.979871 6.083441 -2.304351
83 H -0.970667 4.430529 -1.643940
84 H -1.583223 4.697569 -3.248324
85 H 1.193975 4.190318 -4.985193
86 H -0.527285 4.009903 -4.880236
87 H 0.729849 1.745910 -4.396330
88 H -0.210431 2.309136 -3.048841
89 H 1.920424 3.298689 -2.019476
90 H 3.455651 3.219947 -3.981267
91 H 2.954842 1.533151 -4.201773
92 H 5.049960 1.408757 -3.369801
93 H 3.879228 1.019981 -2.035896
94 H 6.662160 3.002261 -0.731905
95 H 6.724026 1.672870 -2.023756
96 H 5.878917 1.298348 -0.592897
97 C -9.005954 -1.657097 1.921981
98 O -7.692172 -1.926437 1.486412
99 C -6.827169 -2.382356 2.525495
100 C -5.351429 -2.416851 2.168221
101 N -4.929076 -3.446891 1.226235
102 C -5.031972 -3.032851 -0.195234
103 C -4.176372 -3.931091 -1.084685
104 O -2.792009 -3.885424 -0.669475
105 C -1.843349 -4.505068 -1.516380
106 H -9.318139 -2.347828 2.794096
107 H -9.690422 -1.794893 1.086796
108 H -9.103935 -0.615664 2.280915
109 H -7.181463 -3.324053 2.817621
110 H -6.902643 -1.700995 3.409451
111 H -4.860888 -2.459163 3.085051
112 H -5.277967 -1.374801 1.692676
113 H -3.955738 -3.622054 1.435433
114 H -4.900901 -1.942009 -0.280172
115 H -6.036689 -3.303941 -0.508020
116 H -4.142900 -3.613704 -2.145408
117 H -4.666590 -4.857839 -0.996911
118 H -0.881138 -4.055314 -1.399588
119 H -2.167630 -4.464615 -2.542668
120 H -1.818068 -5.613519 -1.274327
121 C 1.386580 -3.567022 -4.196438
122 C 0.394386 -3.195375 -5.326495
123 C -0.729475 -4.304737 -5.332371
124 C -1.853245 -3.972331 -6.279914
125 C -2.542769 -2.741867 -5.662667
126 C -1.607015 -1.541267 -5.634856
127 N -0.370764 -1.948731 -4.828374
128 O 0.485184 -0.857079 -4.866244
129 C -1.362860 -0.889257 -6.992062
130 C -2.363127 -0.484298 -4.800828
131 C 1.196332 -2.968884 -6.593726
132 H 1.864128 -4.501951 -4.498940
133 H 0.908514 -3.748108 -3.220763
134 H 2.219555 -2.832413 -3.992800
135 H -0.147367 -5.176776 -5.569091
136 H -1.075028 -4.319495 -4.292583
137 H -2.511873 -4.830466 -6.283446
138 H -1.457870 -3.822802 -7.283194
139 H -2.782304 -3.065986 -4.662868
140 H -3.473267 -2.435843 -6.248436
141 H -0.373975 -0.302893 -6.939316
142 H -1.241791 -1.660799 -7.751788
143 H -2.153992 -0.251633 -7.368753
144 H -2.481923 -0.798827 -3.757083
145 H -1.855822 0.487250 -4.803843
146 H -3.325440 -0.323616 -5.299885
147 H 0.726074 -2.610526 -7.492016
148 H 1.568470 -4.021036 -6.826302
149 H 2.052391 -2.279938 -6.420127
150 H 0.714382 -0.732691 -3.922544
151 C 4.284427 -1.704258 -1.693158
152 C 4.223084 -3.055976 -0.868550
153 C 5.649618 -3.341894 -0.241599
154 C 5.490313 -4.554730 0.680667
155 C 4.516148 -4.253743 1.774803
156 C 3.116517 -3.777269 1.326244
157 N 3.292405 -2.816300 0.240096
158 O 2.008831 -2.622999 -0.304843
159 C 2.344001 -5.066522 1.008778
160 C 2.357835 -3.118812 2.461024
161 C 3.825972 -4.177736 -1.778467
162 H 4.255712 -0.822853 -1.002887
163 H 3.305837 -1.618948 -2.206035
164 H 5.122385 -1.739151 -2.471359
165 H 6.340470 -3.409204 -1.080573
166 H 6.032679 -2.494911 0.281437
167 H 6.409421 -4.883634 1.163186
168 H 5.141141 -5.379663 0.037994
169 H 4.936765 -3.481031 2.423183
170 H 4.342292 -5.080661 2.547484
171 H 2.257565 -5.645669 1.944872
172 H 1.312189 -4.897599 0.729788
173 H 2.799604 -5.804819 0.381474
174 H 2.833480 -2.201758 2.866018
175 H 1.415412 -2.800635 2.051758
176 H 2.304203 -3.709314 3.379440
177 H 3.923737 -5.196966 -1.416473
178 H 4.390123 -4.143842 -2.728815
179 H 2.719547 -3.995950 -2.028658
180 H 1.826177 -1.687882 -0.123091
181 C -2.960737 1.681192 0.225509
182 C -4.120226 2.129742 -0.677943
183 C -5.327518 1.174010 -0.502440
184 C -6.203295 1.394479 0.772190
185 C -6.617346 2.895787 0.935458
186 C -5.326415 3.804155 0.893222
187 N -4.593792 3.533344 -0.368152
188 O -3.511471 4.437794 -0.427461
189 C -5.703280 5.315022 0.777998
190 C -4.489045 3.739072 2.159552
191 C -3.681296 2.173579 -2.185250
192 H -2.426613 0.848156 -0.199610
193 H -3.285013 1.316049 1.212267
194 H -2.252681 2.459378 0.298331
195 H -6.065051 1.240230 -1.365932
196 H -4.872214 0.186628 -0.547541
197 H -5.554339 1.103702 1.608950
198 H -7.110082 0.842240 0.718205
199 H -7.210428 3.187243 1.807526
200 H -7.292453 3.072729 0.081888
201 H -6.318154 5.420795 -0.097709
202 H -6.275861 5.477782 1.719459
203 H -4.919253 6.116607 0.740464
204 H -4.992063 4.237421 2.953547
205 H -4.266265 2.739286 2.519709
206 H -3.463946 4.209990 2.002535
207 H -3.689288 1.151073 -2.552640
208 H -2.675684 2.545194 -2.377882
209 H -4.372497 2.668827 -2.944254
210 H -3.741562 4.911070 -1.233781
211 C -0.937365 -1.276640 -1.146963
212 C -0.127445 0.037485 -1.255412
213 C 0.338108 0.641582 0.095944
214 O 1.450375 -0.128291 0.586056
215 C 2.531871 0.617860 1.171958
216 N 1.003251 -0.289818 -2.207204
217 H -1.839633 -1.076710 -0.430932
218 H -0.326224 -2.053188 -0.627545
219 H -1.209967 -1.722117 -2.140065
220 H -0.719065 0.785162 -1.764884
221 H -0.363130 0.753605 0.924912
222 H 0.767568 1.692869 -0.133239
223 H 3.278691 -0.086201 1.556993
224 H 2.125835 1.255291 1.966459
225 H 3.001073 1.260182 0.377199
226 H 1.595923 0.555058 -2.325023
227 H 1.615151 -0.952755 -1.784406

Atoms 1-3, force components in eV/Å:
-0.2 -1.0 0.5
-1.4 0.8 1.8
0.5 0.2 -2.0

Atomic partial charges in e from the Löwdin method, atoms 1 to 99: number 1, C, carries -0.082; number 2, O, carries -0.172; number 3, C, carries -0.280; number 4, C, carries -0.147; number 5, N, carries -0.025; number 6, C, carries -0.204; number 7, C, carries -0.228; number 8, O, carries -0.197; number 9, C, carries -0.109; number 10, H, carries 0.034; number 11, H, carries 0.070; number 12, H, carries 0.120; number 13, H, carries 0.119; number 14, H, carries 0.092; number 15, H, carries 0.124; number 16, H, carries 0.063; number 17, H, carries 0.084; number 18, H, carries 0.102; number 19, H, carries 0.095; number 20, H, carries 0.104; number 21, H, carries 0.116; number 22, H, carries 0.094; number 23, H, carries 0.090; number 24, H, carries 0.097; number 25, C, carries -0.142; number 26, O, carries -0.176; number 27, C, carries -0.254; number 28, C, carries -0.235; number 29, N, carries -0.047; number 30, C, carries -0.244; number 31, C, carries -0.232; number 32, O, carries -0.165; number 33, C, carries -0.133; number 34, H, carries 0.071; number 35, H, carries 0.106; number 36, H, carries 0.098; number 37, H, carries 0.110; number 38, H, carries 0.124; number 39, H, carries 0.149; number 40, H, carries 0.107; number 41, H, carries 0.136; number 42, H, carries 0.104; number 43, H, carries 0.111; number 44, H, carries 0.137; number 45, H, carries 0.129; number 46, H, carries 0.076; number 47, H, carries 0.087; number 48, H, carries 0.092; number 49, C, carries -0.088; number 50, O, carries -0.200; number 51, C, carries -0.223; number 52, C, carries -0.193; number 53, N, carries -0.026; number 54, C, carries -0.231; number 55, C, carries -0.243; number 56, O, carries -0.204; number 57, C, carries -0.088; number 58, H, carries 0.112; number 59, H, carries 0.040; number 60, H, carries 0.084; number 61, H, carries 0.094; number 62, H, carries 0.112; number 63, H, carries 0.099; number 64, H, carries 0.125; number 65, H, carries 0.070; number 66, H, carries 0.148; number 67, H, carries 0.116; number 68, H, carries 0.133; number 69, H, carries 0.120; number 70, H, carries 0.070; number 71, H, carries 0.081; number 72, H, carries 0.087; number 73, C, carries -0.126; number 74, O, carries -0.185; number 75, C, carries -0.190; number 76, C, carries -0.161; number 77, N, carries -0.063; number 78, C, carries -0.221; number 79, C, carries -0.236; number 80, O, carries -0.186; number 81, C, carries -0.128; number 82, H, carries 0.107; number 83, H, carries 0.063; number 84, H, carries 0.057; number 85, H, carries 0.106; number 86, H, carries 0.131; number 87, H, carries 0.130; number 88, H, carries 0.075; number 89, H, carries 0.143; number 90, H, carries 0.119; number 91, H, carries 0.126; number 92, H, carries 0.121; number 93, H, carries 0.097; number 94, H, carries 0.112; number 95, H, carries 0.092; number 96, H, carries 0.067; number 97, C, carries -0.127; number 98, O, carries -0.208; number 99, C, carries -0.223